# 1
{
  "formula": "C9H11AlN3O2S",
  "method": "ωB97M-V with the def2-TZVPD basis set",
  "e_homo_ha": -0.727,
  "lumo_energy_ev": -14.678,
  "fmax_ev_per_a": 2.4,
  "total_charge": 3,
  "orbital_gap_ev": 5.117,
  "species": ["C", "C", "O", "C", "C", "C", "N", "C", "O", "C", "C", "N", "S", "N", "C", "H", "H", "H", "H", "H", "H", "H", "H", "H", "H", "H", "Al"],
  "coordinates": [[2.6781, 0.9213, 1.1669], [1.6727, 1.8577, 0.4481], [0.7532, 2.3488, 1.3751], [1.0144, 1.2184, -0.8730], [-0.2084, 0.4279, -0.6097], [-0.1878, -1.0609, -0.2413], [1.0096, -1.6260, -0.1446], [-1.4219, -1.8272, -0.0279], [-1.3546, -3.1944, 0.2796], [-2.6471, -1.2595, -0.1292], [-2.7076, 0.1942, -0.4765], [-3.8206, 0.8407, -0.6302], [-3.3522, 2.3989, -1.0428], [-1.7798, 2.2631, -1.0393], [-1.4752, 0.9676, -0.7009], [3.5689, 1.5120, 1.4393], [3.0486, 0.1266, 0.4904], [2.2708, 0.4843, 2.0949], [2.2703, 2.7263, 0.0990], [0.0961, 2.9277, 0.9597], [0.7241, 2.0457, -1.5460], [1.7265, 0.6000, -1.4514], [0.9548, -2.6134, 0.0950], [1.6020, -1.1775, 0.5765], [-0.9162, -3.7285, -0.4175], [-3.5656, -1.8447, 0.0156], [0.0470, -5.5290, 0.2898]]
}


# 2
{
  "formula": "C15H17Br39F3OS",
  "method": "ωB97M-V with the def2-TZVPD basis set",
  "e_homo_ha": -0.423,
  "lumo_energy_ev": -3.635,
  "fmax_ev_per_a": 2.0,
  "total_charge": 1,
  "orbital_gap_ev": 7.877,
  "de_lowest_ev": 0.704,
  "species": ["F", "C", "F", "F", "O", "C", "S", "H", "H", "H", "H", "C", "Br", "Br", "Br", "H", "C", "Br", "Br", "Br", "H", "C", "Br", "Br", "Br", "H", "C", "Br", "Br", "Br", "H", "C", "Br", "Br", "Br", "H", "C", "Br", "Br", "Br", "H", "C", "Br", "Br", "Br", "H", "C", "Br", "Br", "Br", "H", "C", "Br", "Br", "Br", "H", "C", "Br", "Br", "Br", "H", "C", "Br", "Br", "Br", "H", "C", "Br", "Br", "Br", "H", "C", "Br", "Br", "Br", "H"],
  "coordinates": [[0.1144, 1.1339, -1.9209], [0.4396, 2.2952, -2.5069], [1.7390, 2.4755, -2.2787], [0.2452, 2.2708, -3.8198], [-0.2377, 3.3076, -1.8899], [-1.3922, 3.7104, -2.5568], [-2.6441, 2.3884, -2.8000], [-1.8753, 4.4443, -1.9221], [-1.2170, 4.1982, -3.5126], [-2.7580, 1.6685, -1.6557], [-2.1559, 1.5828, -3.7836], [0.1082, -1.3562, 0.4623], [-1.8226, -1.5111, 0.4705], [0.8365, -1.7965, 2.1787], [0.8904, -2.4009, -0.9539], [0.3526, -0.3206, 0.2732], [1.8957, 4.6851, -6.5291], [2.2573, 3.9899, -4.7689], [1.0262, 6.3969, -6.4122], [3.4791, 4.7429, -7.6142], [1.2043, 4.0093, -7.0098], [4.3940, 0.3646, 1.2610], [3.0217, 1.1807, 0.1783], [4.8298, -1.3909, 0.6130], [5.9409, 1.4954, 1.4113], [3.9854, 0.2467, 2.2540], [-0.5243, -4.4410, 5.3662], [-1.9072, -3.6448, 4.2862], [-0.0465, -6.1923, 4.7354], [1.0082, -3.2801, 5.5122], [-0.9233, -4.5596, 6.3613], [-3.6606, -7.4926, 6.7716], [-2.6474, -6.3555, 7.9556], [-4.9116, -8.5787, 7.7444], [-4.5215, -6.4833, 5.3794], [-2.9574, -8.1594, 6.2951], [1.7522, 9.9502, -4.7154], [2.2355, 11.7486, -4.2486], [2.1650, 8.7138, -3.2917], [-0.0960, 9.8277, -5.2500], [2.3513, 9.6684, -5.5688], [1.7612, 5.0077, 1.1737], [1.9519, 5.8410, 2.8914], [0.2207, 3.8463, 1.1204], [1.7261, 6.3079, -0.2497], [2.6304, 4.3831, 1.0210], [6.9290, -4.5808, -0.7450], [5.0023, -4.6603, -0.7850], [7.6180, -5.0703, 0.9819], [7.7095, -5.6317, -2.1530], [7.2080, -3.5524, -0.9208], [0.3546, 0.8542, 5.8360], [0.5758, 1.8073, 7.4919], [-1.2185, -0.2510, 5.8554], [0.3788, 2.0401, 4.3141], [1.2030, 0.1925, 5.7342], [-1.6756, -1.8189, -4.3215], [-3.0711, -0.9332, -5.3243], [-1.3000, -3.5863, -4.9657], [-0.0948, -0.7258, -4.2528], [-2.0360, -1.9228, -3.3073], [-6.0527, 0.3449, -0.4674], [-6.7774, -1.1452, -1.4270], [-4.9429, -0.1818, 1.0037], [-5.0494, 1.5301, -1.6370], [-6.8828, 0.9117, -0.0695], [0.4017, -2.3161, 9.5814], [2.2262, -2.2995, 8.9617], [-0.5723, -3.8542, 8.9346], [0.3022, -2.1775, 11.4943], [-0.0816, -1.4410, 9.1708], [-3.5516, -5.0866, -7.8685], [-3.8332, -3.1810, -7.8818], [-4.7563, -5.9684, -6.6549], [-3.6420, -5.8326, -9.6372], [-2.5499, -5.2545, -7.5015]]
}


# 3
{
  "formula": "C3H4FNO2",
  "method": "ωB97M-V with the def2-TZVPD basis set",
  "e_homo_ha": -0.372,
  "lumo_energy_ev": 0.329,
  "fmax_ev_per_a": 3.7,
  "total_charge": 0,
  "smiles": "N=C=O.C#CO.F",
  "orbital_gap_ev": 10.450,
  "de_lowest_ev": 2.949,
  "species": ["N", "C", "O", "H", "C", "C", "O", "H", "H", "F", "H"],
  "coordinates": [[-1.0180, -1.6117, 0.7819], [-0.4759, -0.7748, 1.4672], [-0.0343, -0.0291, 2.2416], [-0.8475, -2.4092, 0.1990], [-0.1793, -1.3586, -2.6239], [0.1985, -0.2440, -2.4350], [0.5653, 1.0170, -2.1444], [-0.7942, -2.2170, -2.5494], [1.4477, 1.1411, -2.3545], [-0.0142, 0.9767, 4.9078], [0.5319, 0.9243, 4.2203]]
}


# 4
{
  "formula": "C3H6S",
  "method": "ωB97M-V with the def2-TZVPD basis set",
  "e_homo_ha": -0.325,
  "lumo_energy_ev": 0.975,
  "fmax_ev_per_a": 5.0,
  "total_charge": 0,
  "orbital_gap_ev": 9.828,
  "de_lowest_ev": 1.250,
  "species": ["C", "C", "C", "S", "H", "H", "H", "H", "H", "H"],
  "coordinates": [[-0.9175, -0.0813, 1.1578], [0.4408, -0.0902, 0.5611], [0.4986, 0.4392, -0.8156], [0.2468, 1.0729, 1.9112], [-1.8428, 0.2443, 0.6411], [-1.2269, -0.8103, 1.8800], [1.2214, -1.1924, 0.6986], [1.2116, 1.3527, -0.8497], [-0.5029, 0.9471, -0.8723], [0.6058, -0.2079, -1.6950]]
}


# 5
{
  "formula": "C3H9O",
  "method": "ωB97M-V with the def2-TZVPD basis set",
  "e_homo_ha": -0.079,
  "lumo_energy_ev": 4.160,
  "fmax_ev_per_a": 1.2,
  "total_charge": -1,
  "orbital_gap_ev": 6.307,
  "de_lowest_ev": 0.190,
  "species": ["O", "H", "C", "C", "C", "H", "H", "H", "H", "H", "H", "H", "H"],
  "coordinates": [[2.4158, -1.2102, 0.4565], [3.0343, -0.4812, 0.3331], [-1.1064, -0.7028, 0.5438], [-0.4750, 0.6371, 0.1767], [-1.0299, 1.3086, -1.1034], [-1.9787, -0.5980, 1.1899], [-0.3659, -1.2873, 1.0921], [-1.3952, -1.2656, -0.3454], [0.5767, 0.3983, -0.0227], [-0.4788, 1.3273, 1.0165], [-1.3834, 0.5446, -1.7959], [-1.8566, 1.9758, -0.8471], [-0.2301, 1.8979, -1.5508]]
}


# 6
{
  "formula": "C5H6O2",
  "method": "ωB97M-V with the def2-TZVPD basis set",
  "e_homo_ha": -0.380,
  "lumo_energy_ev": 0.836,
  "fmax_ev_per_a": 0.6,
  "total_charge": 0,
  "smiles": "C#C[C@@H](C)OC=O",
  "orbital_gap_ev": 11.177,
  "de_lowest_ev": 2.072,
  "species": ["C", "C", "C", "C", "O", "C", "O", "H", "H", "H", "H", "H", "H"],
  "coordinates": [[-0.5424, 2.2619, -0.2055], [-0.3514, 1.1178, 0.1105], [-0.1748, -0.2801, 0.5211], [-1.3497, -1.1358, 0.0715], [1.0047, -0.9164, -0.0003], [2.0747, -0.2053, -0.3982], [3.1045, -0.7347, -0.7069], [-0.7160, 3.2772, -0.4823], [-0.0904, -0.3074, 1.6138], [-1.4532, -1.0785, -1.0161], [-2.2717, -0.7754, 0.5368], [-1.1758, -2.1743, 0.3660], [1.8989, 0.8818, -0.4273]]
}